DFT (the ωB97M-V functional and the def2-TZVPD basis) results for C14H26CaF4N2O20S4 as an isolated structure at a distorted geometry.

Last column: Löwdin spin population.
Atoms and positions in Å:
Ca  2.198  -3.474  -3.724  0.000
N  0.421  -3.485  -7.929  0.537
S  1.888  -3.894  -8.178  -0.022
O  2.118  -4.964  -9.128  0.251
O  2.844  -3.742  -7.085  0.150
F  2.147  -2.629  -9.086  -0.004
S  0.192  -4.678  -6.738  0.002
O  0.902  -4.375  -5.486  0.029
O  0.082  -6.042  -7.204  0.036
F  -1.313  -4.208  -6.574  -0.002
N  1.594  -1.611  -4.738  0.001
S  0.025  -1.011  -5.177  0.000
O  -0.415  -1.083  -6.598  0.022
O  -0.610  0.014  -4.375  0.003
F  -0.771  -2.351  -4.591  0.000
S  2.302  -0.481  -5.540  0.000
O  2.151  0.885  -4.975  0.000
O  2.537  -0.645  -6.986  0.000
F  3.850  -0.828  -5.017  0.000
C  -4.029  -4.983  -2.109  0.000
C  -2.788  -4.406  -1.398  0.000
C  -2.073  -5.389  -0.435  0.000
O  -0.685  -5.122  -0.685  0.000
C  -0.612  -4.506  -1.858  0.000
O  0.447  -4.289  -2.443  0.000
O  -1.794  -4.224  -2.338  0.000
H  -3.800  -5.933  -2.593  0.000
H  -4.416  -4.433  -2.967  0.000
H  -4.849  -4.920  -1.393  0.000
H  -2.948  -3.447  -0.904  0.000
H  -2.281  -6.448  -0.585  0.000
H  -2.374  -5.138  0.582  0.000
C  5.598  -2.367  0.884  0.000
O  4.620  -2.928  0.097  0.000
C  4.043  -2.292  -0.982  0.000
O  3.261  -2.865  -1.707  0.000
O  4.503  -1.086  -1.116  0.000
C  3.736  -0.064  -1.763  0.000
H  5.275  -1.343  1.073  0.000
H  6.626  -2.453  0.532  0.000
H  5.387  -2.678  1.907  0.000
H  2.967  0.142  -1.018  0.000
H  3.209  -0.475  -2.623  0.000
H  4.310  0.826  -2.023  0.000
C  7.544  -5.111  -3.037  0.000
O  6.160  -4.813  -3.194  0.000
C  5.635  -3.856  -4.106  0.000
O  4.441  -3.589  -4.151  0.000
O  6.564  -3.348  -4.915  0.000
C  6.355  -2.290  -5.839  0.000
H  8.172  -4.221  -3.069  0.000
H  8.014  -5.696  -3.828  0.000
H  7.766  -5.431  -2.019  0.000
H  5.441  -2.396  -6.424  0.000
H  7.154  -2.230  -6.577  0.000
H  6.332  -1.411  -5.195  0.000
C  6.101  -8.376  -3.053  0.000
C  4.665  -8.662  -3.588  0.000
O  4.052  -7.415  -3.924  0.000
C  3.107  -6.848  -3.098  0.000
O  2.555  -5.816  -3.346  0.000
O  2.771  -7.707  -2.018  0.000
C  1.775  -7.288  -1.050  0.000
H  6.275  -8.178  -1.996  0.000
H  6.535  -7.551  -3.618  0.000
H  6.758  -9.237  -3.175  0.000
H  3.986  -9.332  -3.060  0.000
H  4.704  -9.219  -4.524  0.000
H  1.709  -7.961  -0.195  0.000
H  0.757  -7.204  -1.431  0.000
H  2.061  -6.316  -0.648  0.000

Properties
E_tot, Ha: -4832.88854
Orbital gap (alpha / beta), eV: 9.9 / 5.3
Expectation value of S²: 0.761
Spin multiplicity: 2
LUMO energy (alpha / beta), eV: -3.25 / -7.91
Net charge: +1
E_HOMO (alpha / beta), eV: -13.178 / -13.168

DFT (the ωB97M-V functional and the def2-TZVPD basis) results for a 2-piece molecular cluster, C14H26F3NO3 overall.

Last column: natural (NBO) charge in e.
Atoms and positions in Å:
C  3.671  -3.923  5.031  -0.639
C  4.352  -2.894  4.157  -0.078
O  3.442  -2.369  3.165  -0.477
C  2.625  -1.412  3.576  0.693
O  2.558  -0.934  4.667  -0.540
C  1.752  -0.937  2.395  0.899
F  1.263  -1.969  1.699  -0.308
F  2.492  -0.187  1.561  -0.313
F  0.735  -0.202  2.829  -0.299
H  3.243  -4.718  4.421  0.217
H  4.395  -4.361  5.717  0.224
H  2.871  -3.472  5.617  0.225
H  5.160  -3.340  3.581  0.198
H  4.758  -2.071  4.742  0.201
C  2.251  -0.513  -1.760  -0.403
C  2.151  0.639  -2.400  -0.170
C  1.840  1.949  -1.743  -0.469
C  0.529  2.542  -2.288  -0.052
O  -0.135  3.268  -1.265  -0.546
C  -1.509  2.940  -1.127  -0.057
C  -1.674  1.684  -0.275  -0.262
N  -3.088  1.407  0.016  -0.638
C  -3.539  0.065  -0.353  -0.206
C  -3.749  -0.175  -1.861  -0.232
C  -4.361  1.037  -2.580  -0.611
C  -2.489  -0.687  -2.578  -0.606
H  2.403  -1.432  -2.311  0.196
H  2.191  -0.571  -0.680  0.197
H  2.284  0.654  -3.480  0.192
H  2.656  2.657  -1.909  0.212
H  1.710  1.829  -0.666  0.221
H  -0.103  1.720  -2.644  0.166
H  0.724  3.224  -3.123  0.174
H  -1.986  3.781  -0.622  0.190
H  -1.968  2.806  -2.112  0.163
H  -1.189  0.836  -0.768  0.185
H  -1.113  1.859  0.650  0.192
H  -3.204  1.495  1.016  0.362
H  -2.877  -0.718  0.050  0.164
H  -4.510  -0.079  0.131  0.195
H  -4.482  -0.986  -1.927  0.200
H  -4.912  1.664  -1.879  0.223
H  -5.072  0.704  -3.340  0.206
H  -3.600  1.643  -3.072  0.199
H  -2.740  -1.205  -3.504  0.211
H  -1.812  0.137  -2.820  0.194
H  -1.946  -1.382  -1.933  0.206

Properties
E_tot, Ha: -1129.07562
Energy relative to the best compared isomer or geometry (same formula, charge and spin), kcal per mole: 3.0
Orbital gap, eV: 9.6
LUMO energy, eV: 0.77
E_HOMO, eV: -8.796

DFT (the ωB97M-V functional and the def2-TZVPD basis) results for a 3-piece molecular cluster, C14H26N4O4 overall.

Last column: natural (NBO) charge in e.
Atoms and positions in Å:
C  -6.108  2.900  2.205  -0.744
C  -6.034  1.592  1.452  0.801
O  -6.905  1.175  0.750  -0.543
O  -4.934  0.823  1.692  -0.525
C  -3.666  1.459  1.873  -0.064
C  -2.597  0.415  1.603  -0.450
C  -1.248  0.831  2.150  -0.073
O  -0.842  2.117  1.640  -0.503
C  -0.300  2.119  0.417  0.875
O  -0.053  1.125  -0.214  -0.614
N  -0.084  3.441  -0.018  -0.511
N  -1.237  4.068  -0.571  -0.643
H  -6.084  2.700  3.278  0.239
H  -7.036  3.400  1.942  0.246
H  -5.267  3.554  1.971  0.228
H  -3.572  1.848  2.894  0.174
H  -3.565  2.299  1.181  0.174
H  -2.524  0.216  0.531  0.227
H  -2.887  -0.520  2.089  0.232
H  -1.292  0.969  3.230  0.193
H  -0.481  0.094  1.913  0.212
H  0.658  3.445  -0.708  0.372
H  -1.935  3.389  -0.857  0.342
H  -1.627  4.694  0.122  0.357
C  0.490  -0.630  -3.112  -0.622
C  2.002  -0.803  -3.138  -0.375
C  2.482  -1.912  -4.079  -0.515
C  1.987  -3.222  -3.655  0.298
N  1.608  -4.254  -3.321  -0.353
H  -0.007  -1.539  -2.771  0.210
H  0.223  0.174  -2.428  0.239
H  0.103  -0.386  -4.104  0.198
H  2.367  -1.024  -2.135  0.209
H  2.481  0.130  -3.441  0.213
H  3.573  -1.961  -4.084  0.255
H  2.152  -1.729  -5.103  0.243
C  4.689  -2.492  2.204  -0.614
C  3.519  -2.836  1.292  -0.378
C  3.933  -2.993  -0.175  -0.519
C  4.509  -1.761  -0.718  0.295
N  4.939  -0.786  -1.146  -0.348
H  5.138  -1.537  1.926  0.216
H  4.363  -2.419  3.241  0.216
H  5.466  -3.257  2.150  0.205
H  2.750  -2.063  1.361  0.207
H  3.057  -3.772  1.610  0.211
H  3.076  -3.264  -0.795  0.262
H  4.675  -3.787  -0.282  0.246

Properties
E_tot, Ha: -1069.00754
Energy relative to the best compared isomer or geometry (same formula, charge and spin), kcal per mole: 82.3
Orbital gap, eV: 10.6
LUMO energy, eV: 0.42
E_HOMO, eV: -10.206

DFT (the ωB97M-V functional and the def2-TZVPD basis) results for C14H26N4OP2Sr as an isolated structure at a distorted geometry.

Last column: natural (NBO) charge in e.
Atoms and positions in Å:
Sr  0.424  0.079  -0.695  1.781
P  -1.653  1.288  -3.397  0.207
P  3.408  -0.470  0.445  0.249
N  -1.911  -0.755  -0.369  -0.543
N  0.229  -0.953  1.581  -0.490
H  -3.157  -1.491  1.308  0.226
H  -1.308  -1.440  2.973  0.220
H  -2.445  0.089  1.627  0.207
C  -2.237  -0.879  1.120  -0.254
H  -1.128  -2.637  1.640  0.226
C  -1.069  -1.546  1.889  -0.270
H  -3.783  -0.233  -0.850  0.153
H  1.131  -2.290  2.878  0.179
C  -2.774  -0.392  -1.241  0.191
C  1.286  -1.533  2.089  0.029
C  -2.854  -0.059  -2.758  -0.733
C  2.650  -1.367  1.802  -0.350
H  -3.810  0.500  -2.831  0.253
H  3.296  -1.975  2.442  0.223
H  4.466  -1.414  0.268  0.040
H  4.192  0.403  1.257  -0.005
H  -1.286  0.677  -4.642  0.023
H  -2.674  2.040  -4.048  0.029
H  1.055  -3.907  -0.070  0.110
C  1.047  -3.486  -1.102  0.113
C  2.246  -4.138  -1.729  -0.614
C  -0.276  -3.852  -1.742  -0.627
O  1.294  -2.115  -0.989  -1.080
H  2.283  -5.164  -1.402  0.200
H  2.237  -4.115  -2.809  0.196
H  3.150  -3.619  -1.425  0.207
H  -1.106  -3.298  -1.304  0.190
H  -0.281  -3.631  -2.811  0.196
H  -0.548  -4.908  -1.629  0.212
H  -2.901  -0.943  -3.405  0.283
N  0.192  6.331  2.156  -0.768
C  0.200  5.076  1.640  0.238
C  -0.535  4.034  2.259  -0.303
C  -0.485  2.761  1.701  0.058
N  0.232  2.500  0.583  -0.613
C  0.946  3.484  -0.009  0.054
C  0.953  4.785  0.480  -0.311
H  -0.332  6.550  2.994  0.406
H  0.723  7.080  1.723  0.407
H  -1.125  4.231  3.152  0.228
H  -1.024  1.926  2.167  0.199
H  1.531  3.212  -0.898  0.195
H  1.527  5.562  -0.023  0.231

Properties
E_tot, Ha: -1556.47897
Energy relative to the best compared isomer or geometry (same formula, charge and spin), kcal per mole: 10.2
Orbital gap (alpha / beta), eV: 7.7 / 5.9
Expectation value of S²: 0.781
Spin multiplicity: 2
LUMO energy (alpha / beta), eV: -2.49 / -4.24
Net charge: +1
E_HOMO (alpha / beta), eV: -10.145 / -10.106

Question: Among the records above, which one has the lowest E_tot?
Answer: C14H26CaF4N2O20S4